Record 1
Density functional theory data (wB97M-V/def2-TZVPD) for a structure of composition C7H11F6N2O5S5Sc.

```
37
Properties=species:S:1:pos:R:3
Sc 0.200 0.617 1.425
F -1.728 -0.354 -3.015
C -2.562 0.250 -2.195
F -3.204 -0.638 -1.453
F -3.403 1.012 -2.844
S -1.533 1.335 -1.088
O -0.602 0.347 -0.400
O -0.850 2.313 -1.849
N -2.624 1.842 -0.062
S -2.175 2.464 1.293
O -2.889 3.582 1.751
O -0.679 2.491 1.329
C -2.377 1.080 2.558
F -3.445 1.109 3.271
F -2.250 -0.097 1.895
F -1.252 1.098 3.353
S 0.788 -1.766 2.108
C -0.163 -3.003 1.393
N -0.071 -4.241 1.808
C -0.797 -5.262 1.042
C -1.885 -4.513 0.275
S -1.272 -2.800 0.100
H 0.569 -4.490 2.552
H -1.224 -5.994 1.723
H -0.097 -5.764 0.373
H -2.829 -4.482 0.814
H -2.047 -4.929 -0.715
C 3.660 2.179 0.317
S 3.384 1.824 2.036
C 4.352 0.347 2.230
O 1.908 1.298 2.065
H 4.716 2.432 0.206
H 3.057 3.050 0.062
H 3.407 1.313 -0.293
H 5.398 0.635 2.113
H 4.064 -0.393 1.486
H 4.190 -0.015 3.244
```

Properties
Gap between HOMO and LUMO, eV: 9.11
Total charge: +2
Electronic energy, eV: -111823.340
Relative energy (zero: lowest compared OMol25 entry of this formula, charge and spin), kJ/mol: 29.81


Record 2
Density functional theory data (wB97M-V/def2-TZVPD) for the molecule C7H11F7OSi at a distorted geometry.

```
27
Properties=species:S:1:pos:R:3
C 3.575 -0.482 -0.081
C 2.511 0.073 -1.044
O 2.256 1.459 -0.901
C 1.625 1.809 0.307
C 0.093 1.530 0.345
Si -0.354 -0.039 1.317
C -2.211 -0.496 1.020
F -2.611 -1.198 2.121
F -2.949 0.650 1.017
C -2.504 -1.386 -0.237
F -3.065 -2.517 0.184
F -1.391 -1.744 -0.888
C -3.428 -0.700 -1.274
F -3.513 -1.449 -2.352
F -4.616 -0.511 -0.793
F -2.900 0.439 -1.668
H 3.248 -0.433 0.966
H 4.516 0.070 -0.136
H 3.711 -1.542 -0.317
H 1.611 -0.557 -1.018
H 2.933 -0.047 -2.049
H 1.754 2.892 0.408
H 2.084 1.369 1.206
H -0.360 2.347 0.928
H -0.384 1.554 -0.641
H -0.062 0.097 2.757
H 0.432 -1.189 0.824
```

Properties
Structure (SMILES): CCOCC[SiH2]C(F)(F)C(F)(F)C(F)(F)F
Gap between HOMO and LUMO, eV: 10.85
Total charge: 0
Electronic energy, eV: -36384.240


Record 3
Density functional theory data (wB97M-V/def2-TZVPD) for the molecule C7H11IN2O2S at a distorted geometry.

```
24
Properties=species:S:1:pos:R:3
H -0.367 3.602 1.055
N -0.596 2.624 1.132
C -0.478 1.997 0.066
C -0.437 0.454 0.197
C -1.585 -0.064 -0.630
N -2.712 -0.366 -0.130
C -3.779 -0.744 -0.962
S -3.892 -2.610 -0.932
I -5.556 0.138 -0.086
C 0.883 -0.054 -0.266
O 1.083 -0.023 -1.444
O 1.708 -0.405 0.701
C 3.102 -0.847 0.346
C 4.049 -0.256 1.438
H -0.336 2.363 -0.938
H -0.520 0.350 1.270
H -1.492 0.056 -1.663
H -3.578 -0.653 -2.036
H -4.956 -2.849 -1.844
H 3.117 -1.886 0.195
H 3.348 -0.389 -0.635
H 4.057 0.848 1.720
H 3.848 -0.870 2.326
H 5.088 -0.417 1.120
```

Properties
Structure (SMILES): [H]/N=C/[C@@H](/C=N/[C@@H](S)I)C(=O)OCC
Gap between HOMO and LUMO, eV: 9.10
Total charge: 0
Electronic energy, eV: -33446.260
Relative energy (zero: lowest compared OMol25 entry of this formula, charge and spin), kJ/mol: 0.00


Record 4
Density functional theory data (wB97M-V/def2-TZVPD) for a cluster of 2 separate species, C7H11IN3 in total at a distorted geometry.

```
22
Properties=species:S:1:pos:R:3
C -0.762 -1.457 2.115
C -1.275 0.594 0.635
C -0.510 0.973 -0.590
C 0.582 -0.022 -0.716
C 0.895 1.246 -0.102
C 0.227 -1.092 0.187
C 1.898 2.155 -0.749
N -0.124 -2.534 1.802
N -0.684 -0.597 1.130
N 0.345 -2.359 0.535
I -1.898 -2.429 -1.696
H -1.224 -1.437 3.019
H -1.408 1.412 1.416
H -2.394 0.421 0.310
H -0.982 1.323 -1.530
H 0.770 -0.241 -1.717
H 0.884 1.198 0.969
H -1.778 -1.120 -2.264
H 2.664 2.501 0.014
H 1.545 3.139 -1.261
H 2.389 1.504 -1.573
H 0.840 -3.178 0.067
```

Properties
Gap between HOMO and LUMO, eV: 9.98
Total charge: +1
Electronic energy, eV: -19998.595
Relative energy (zero: lowest compared OMol25 entry of this formula, charge and spin), kJ/mol: 232.35


Record 5
Density functional theory data (wB97M-V/def2-TZVPD) for the ion C7H11INO with charge +1 at a distorted geometry.

```
21
Properties=species:S:1:pos:R:3
C -0.969 -2.317 1.555
C 0.846 -0.560 -0.902
C 0.653 1.216 0.845
C -0.695 -0.566 -1.254
C -0.791 1.281 0.829
C 1.380 0.777 -0.516
C -1.619 -0.504 -0.046
N -1.407 -1.540 0.786
O 2.728 0.822 -0.243
I -3.741 -0.134 -0.605
H -0.634 -2.914 2.333
H 0.903 -1.160 0.109
H 1.339 -0.880 -1.859
H 0.965 2.402 1.020
H 1.076 0.713 1.733
H -0.971 0.240 -2.002
H -0.894 -1.411 -1.913
H -1.282 0.980 1.719
H -1.089 2.184 0.190
H 1.078 1.462 -1.407
H 3.125 -0.090 -0.372
```

Properties
Gap between HOMO and LUMO, eV: 7.85
Total charge: +1
Electronic energy, eV: -19063.749
Relative energy (zero: lowest compared OMol25 entry of this formula, charge and spin), kJ/mol: 272.92


Record 6
Density functional theory data (wB97M-V/def2-TZVPD) for a structure of composition C7H11N at a distorted geometry.

```
19
Properties=species:S:1:pos:R:3
C -0.025 0.527 -2.525
C 0.434 0.276 -1.262
C 1.769 0.317 -0.637
C 1.409 -0.411 0.888
C -1.178 -0.617 1.679
C -2.014 -0.393 0.358
C -0.611 0.263 -0.031
H -1.173 0.891 -2.558
H 0.729 1.133 -3.264
H 2.354 1.236 -0.312
H 2.617 -0.171 -1.149
H 1.594 0.330 1.805
H 1.859 -1.315 1.042
H -1.090 0.289 2.454
H -1.116 -1.623 1.949
H -2.777 0.294 0.474
H -2.284 -1.353 -0.219
H -0.479 1.154 0.552
N -0.018 -0.827 0.755
```

Properties
Gap between HOMO and LUMO, eV: 9.91
Total charge: 0
Electronic energy, eV: -8921.667
Relative energy (zero: lowest compared OMol25 entry of this formula, charge and spin), kJ/mol: 584.83


Record 7
Density functional theory data (wB97M-V/def2-TZVPD) for a cluster of 2 separate species, C7H11N in total at a distorted geometry.

```
19
Properties=species:S:1:pos:R:3
C 0.959 -0.557 1.650
C 1.001 -0.487 0.309
C 0.830 0.784 -0.472
C 1.465 0.930 -1.818
C -0.073 0.978 -1.584
H 0.954 0.334 2.188
H 0.966 -1.541 2.251
H 1.082 -1.281 -0.392
H 0.941 1.660 0.193
H 1.843 0.110 -2.314
H 1.885 1.888 -2.297
H -0.697 1.803 -1.642
H -0.584 0.128 -1.847
C -2.258 -0.442 0.493
C -1.451 -1.447 0.559
N -1.968 -0.789 1.817
H -2.949 0.333 0.199
H -0.672 -2.167 0.326
H -1.275 -0.237 2.382
```

Properties
Structure (SMILES): C=CC1CC1.C1=CN1
Gap between HOMO and LUMO, eV: 8.66
Total charge: 0
Electronic energy, eV: -8920.664
Relative energy (zero: lowest compared OMol25 entry of this formula, charge and spin), kJ/mol: 681.65


Record 8
Density functional theory data (wB97M-V/def2-TZVPD) for a structure of composition C7H11N at a distorted geometry.

```
19
Properties=species:S:1:pos:R:3
C -0.481 0.083 1.472
C 0.519 -0.985 1.100
C 1.557 -0.183 -0.038
C 0.183 -1.625 -0.302
C -0.737 0.366 -0.814
C -1.121 1.718 -0.866
C -0.424 1.149 0.421
H -0.763 0.536 2.713
H -1.497 -0.385 1.305
H 1.061 -1.712 1.675
H 2.687 -0.713 -0.275
H 1.388 1.009 0.129
H 1.272 -2.376 -0.528
H -0.798 -2.084 -0.646
H -1.731 -0.160 -0.807
H -0.313 2.281 -1.524
H -2.288 1.759 -0.686
H 0.469 1.709 0.365
N 0.506 -0.427 -1.080
```

Properties
Gap between HOMO and LUMO, eV: 8.54
Total charge: 0
Electronic energy, eV: -8917.457
Relative energy (zero: lowest compared OMol25 entry of this formula, charge and spin), kJ/mol: 991.11


Record 9
Density functional theory data (wB97M-V/def2-TZVPD) for a cluster of 2 separate species, C7H11N in total at a distorted geometry.

```
19
Properties=species:S:1:pos:R:3
C -2.450 -1.159 0.144
C -3.144 0.038 0.534
C -2.474 1.265 0.110
C -1.304 1.239 -0.550
C -0.661 0.123 -0.952
C -1.226 -1.042 -0.631
H -3.071 -2.022 0.338
H -3.980 0.012 1.371
H -2.850 2.219 0.477
H -0.659 2.239 -0.726
H 0.457 0.130 -1.286
H -0.667 -1.951 -0.786
C 2.817 -0.663 0.176
N 3.413 0.733 0.073
H 3.516 -1.223 -0.470
H 2.911 -1.095 1.146
H 1.860 -0.628 -0.269
H 3.102 1.164 0.882
H 4.408 0.622 0.420
```

Properties
Structure (SMILES): c1ccccc1.CN
Gap between HOMO and LUMO, eV: 10.35
Total charge: 0
Electronic energy, eV: -8925.365
Relative energy (zero: lowest compared OMol25 entry of this formula, charge and spin), kJ/mol: 228.07


Record 10
Density functional theory data (wB97M-V/def2-TZVPD) for a structure of composition C7H11N at a distorted geometry.

```
19
Properties=species:S:1:pos:R:3
C -0.143 -0.907 0.252
C 1.241 -1.599 -0.129
C 2.003 -0.166 -0.111
C 1.487 1.097 -0.041
C 0.033 1.638 0.030
C -1.204 1.122 -0.399
C -2.010 -0.076 0.167
H -0.038 -0.578 1.323
H -0.025 0.105 -0.351
H 1.529 -1.940 -1.052
H 1.753 -2.039 0.784
H 3.089 -0.343 -0.185
H 2.188 1.857 0.223
H 0.096 2.789 0.014
H -2.027 1.935 -0.416
H -1.761 0.012 1.449
H -3.145 0.049 -0.157
H -1.568 -1.494 -1.238
N -1.499 -1.460 -0.163
```

Properties
Gap between HOMO and LUMO, eV: 8.67
Total charge: 0
Electronic energy, eV: -8919.718
Relative energy (zero: lowest compared OMol25 entry of this formula, charge and spin), kJ/mol: 772.87


HOMO (computed, eV): -16.0358 -10.0623 -8.9721 -13.4682 -12.9290 -8.8821 -7.5595 -7.5324 -9.3373 -8.7853